Version one
Density functional theory data (ωB97M-V with the def2-TZVPD basis set) for an isolated ion of composition C7H10NO2 and charge +1.

As for the net charge: +1. The calculation puts the HOMO energy at -12.34 eV. The orbital gap is 8.40 eV.

Geometry as XYZ:
```
20
C7H10NO2, DFT ωB97M-V with the def2-TZVPD basis set
C 1.267 0.439 0.831
C 1.331 0.417 -0.558
C 0.175 -0.013 1.684
C -1.080 -0.043 1.335
C -0.420 1.231 -2.080
C 0.351 -0.700 3.020
C -0.406 -1.059 -1.482
N 0.070 0.285 -1.382
O -2.218 0.107 1.107
O -1.364 0.972 -2.935
H 2.198 0.376 1.439
H 2.211 0.743 -1.148
H 0.701 0.084 3.742
H -0.553 -1.168 3.242
H 1.113 -1.409 3.063
H 0.511 -1.705 -1.560
H -1.001 -1.438 -0.644
H -1.103 -1.060 -2.363
H -0.007 2.244 -1.825
H -1.777 1.698 -3.485
```

Löwdin population analysis, charges in e, atoms 1 to 4: number 1, C, carries 0.0134; number 2, C, carries -0.0171; number 3, C, carries -0.2605; number 4, C, carries -0.1602

=====

Version two
Density functional theory data (ωB97M-V with the def2-TZVPD basis set) for C7H10NO2 as an isolated structure.

As for the net charge: +1. The calculation puts the HOMO energy at -13.99 eV. The orbital gap is 9.68 eV.

Geometry as XYZ:
```
20
C7H10NO2, DFT ωB97M-V with the def2-TZVPD basis set
C 0.167 2.422 0.109
C 1.183 2.255 -0.806
C -0.502 1.262 0.678
C 1.497 0.925 -1.102
C -0.188 0.010 0.198
C 1.161 -1.491 -1.104
C -1.254 -1.472 1.007
N 0.878 -0.176 -0.638
O -1.714 -0.858 2.130
O -2.212 -1.939 0.190
H -0.106 3.399 0.327
H 1.521 3.049 -1.375
H -1.333 1.631 1.294
H 2.289 0.764 -1.783
H 1.016 -1.583 -2.197
H 2.077 -1.945 -0.589
H 0.333 -2.045 -0.673
H -0.577 -2.294 1.324
H -1.119 -0.469 2.717
H -3.116 -1.443 0.293
```

Löwdin population analysis, charges in e, atoms 1 to 4: number 1, C, carries 0.0170; number 2, C, carries 0.0080; number 3, C, carries 0.0102; number 4, C, carries 0.0125

=====

Stability verdict: version two, ahead by 0.0148 hartree

=====

Version one
Density functional theory data (ωB97M-V with the def2-TZVPD basis set) for C10H12N2O in the gas phase.

As for the net charge: 0. The calculation puts the HOMO energy (alpha / beta) at -7.72 / -7.74 eV. The orbital gap (alpha / beta) is 8.09 / 7.65 eV.

Geometry as XYZ:
```
25
C10H12N2O, DFT ωB97M-V with the def2-TZVPD basis set
C -0.117 1.022 3.560
C -0.062 -0.326 3.291
C -0.279 1.988 2.508
C -0.258 -0.793 1.997
C -0.456 1.532 1.203
C -0.465 0.134 1.003
C 0.274 -2.048 -1.588
C 1.245 -1.184 -1.786
C -0.923 -1.473 -0.919
C 0.475 1.077 -3.140
N -0.712 -0.210 -0.379
N 1.242 0.054 -1.186
O 1.177 1.137 -1.915
H -0.174 1.330 4.517
H 0.176 -0.958 4.104
H -0.435 3.039 2.751
H -0.171 -1.862 1.672
H -0.720 2.094 0.316
H 0.282 -3.053 -1.581
H 2.159 -1.398 -2.269
H -1.659 -1.429 -1.731
H -1.204 -2.058 -0.090
H -0.643 0.977 -2.919
H 0.755 0.228 -3.876
H 0.494 2.178 -3.543
```

Löwdin population analysis, charges in e, atoms 1 to 4: number 1, C, carries -0.0829; number 2, C, carries -0.0922; number 3, C, carries -0.0519; number 4, C, carries -0.0324

=====

Version two
Density functional theory data (ωB97M-V with the def2-TZVPD basis set) for C10H12N2O as an isolated structure.

As for the net charge: 0. The calculation puts the HOMO energy at -7.90 eV. The orbital gap is 8.59 eV.

Geometry as XYZ:
```
25
C10H12N2O, DFT ωB97M-V with the def2-TZVPD basis set
C 3.024 -0.496 -1.621
C 1.507 0.958 -1.277
C 1.145 -0.188 -0.631
C 0.703 2.154 -1.233
C -0.296 2.261 -0.354
C -0.418 -1.199 1.397
C -0.602 1.253 0.727
C -0.543 -0.204 0.280
C -1.641 -1.354 2.268
C -1.568 -0.584 -0.766
N 2.704 0.735 -1.905
N 2.091 -1.122 -0.848
O 0.576 -1.859 1.578
H 3.919 -0.983 -1.956
H 0.928 2.942 -1.935
H -0.905 3.154 -0.334
H 0.132 1.396 1.528
H -1.589 1.464 1.145
H -2.131 -2.291 2.003
H -2.345 -0.539 2.148
H -1.336 -1.435 3.308
H -2.576 -0.548 -0.350
H -1.384 -1.590 -1.138
H -1.516 0.116 -1.596
H 2.121 -2.042 -0.438
```

Löwdin population analysis, charges in e, atoms 1 to 4: number 1, C, carries -0.1989; number 2, C, carries -0.2910; number 3, C, carries -0.0456; number 4, C, carries -0.0405

=====

Stability verdict: version two, ahead by 0.1931 hartree

=====

Version one
Density functional theory data (ωB97M-V with the def2-TZVPD basis set) for C9H5InNO4S as an isolated structure.

As for the net charge: +3. The calculation puts the HOMO energy (alpha / beta) at -20.89 / -20.89 eV. The orbital gap (alpha / beta) is 6.23 / 6.24 eV.

Geometry as XYZ:
```
21
C9H5InNO4S, DFT ωB97M-V with the def2-TZVPD basis set
In -0.941 0.194 0.861
O 3.747 -1.510 -2.477
C 2.804 -0.894 -2.274
C -2.735 -1.098 -0.311
O -3.423 -1.935 -0.704
C 0.005 2.392 1.555
O 0.632 3.172 2.118
C -0.767 1.438 -1.626
O -0.708 1.955 -2.644
S -0.804 -1.044 2.996
C 0.712 -1.922 2.919
N 1.673 -1.550 3.838
C 2.866 -2.219 3.966
C 3.077 -3.363 3.211
C 2.100 -3.794 2.296
C 0.906 -3.088 2.167
H 1.487 -0.717 4.397
H 3.557 -1.830 4.715
H 4.015 -3.908 3.342
H 2.281 -4.686 1.681
H 0.129 -3.357 1.455
```

Löwdin population analysis, charges in e, atoms 1 to 4: number 1, In, carries 0.9056; number 2, O, carries 0.0421; number 3, C, carries -0.0071; number 4, C, carries 0.0650

=====

Version two
Density functional theory data (ωB97M-V with the def2-TZVPD basis set) for C9H5InNO4S as an isolated structure.

As for the net charge: +3. The calculation puts the HOMO energy at -20.20 eV. The orbital gap is 6.60 eV.

Geometry as XYZ:
```
21
C9H5InNO4S, DFT ωB97M-V with the def2-TZVPD basis set
O -1.537 3.402 0.627
C -1.750 2.392 0.132
In -2.040 0.579 -1.143
O -4.549 2.057 -3.578
C -3.852 1.605 -2.782
C -2.833 -0.271 1.159
O -3.262 -0.621 2.145
C -2.384 -1.589 -1.563
O -2.504 -2.662 -1.946
S 0.404 0.558 -1.805
C 1.193 -0.021 -0.380
N 2.155 0.832 0.150
C 3.027 0.459 1.146
C 2.942 -0.818 1.646
C 1.990 -1.724 1.159
C 1.126 -1.320 0.145
H 2.207 1.772 -0.252
H 3.746 1.221 1.469
H 3.627 -1.120 2.421
H 1.922 -2.743 1.544
H 0.372 -1.990 -0.295
```

Löwdin population analysis, charges in e, atoms 1 to 4: number 1, O, carries 0.2806; number 2, C, carries 0.0173; number 3, In, carries 0.6484; number 4, O, carries 0.2338

=====

Stability verdict: version two, ahead by 0.0176 hartree

=====

Version one
Density functional theory data (ωB97M-V with the def2-TZVPD basis set) for C2HBrF2O in the gas phase.

As for the net charge: 0. The calculation puts the HOMO energy at -10.17 eV. The orbital gap is 10.13 eV.

Geometry as XYZ:
```
7
C2HBrF2O, DFT ωB97M-V with the def2-TZVPD basis set
C -0.768 0.748 -0.256
C 0.667 -0.305 0.083
O -1.132 0.883 -1.380
F 1.630 0.338 0.641
F 1.107 -0.740 -1.056
Br -0.189 -1.659 1.283
H -1.314 0.734 0.685
```

Löwdin population analysis, charges in e, atoms 1 to 4: number 1, C, carries -0.1667; number 2, C, carries -0.9014; number 3, O, carries 0.0936; number 4, F, carries 0.0945

=====

Version two
Density functional theory data (ωB97M-V with the def2-TZVPD basis set) for a 2-piece molecular cluster, C2HBrF2O overall.

As for the net charge: 0. The calculation puts the HOMO energy (alpha / beta) at -10.02 / -8.25 eV. The orbital gap (alpha / beta) is 10.01 / 6.60 eV.

Geometry as XYZ:
```
7
C2HBrF2O, DFT ωB97M-V with the def2-TZVPD basis set
C 0.066 -0.361 -0.642
C 3.153 0.886 -0.259
O -0.143 -0.558 -1.738
F 3.182 1.710 0.864
F 3.645 1.638 -1.224
Br 4.165 -0.738 0.090
H -0.446 0.412 0.122
```

Löwdin population analysis, charges in e, atoms 1 to 4: number 1, C, carries -0.1165; number 2, C, carries -0.6856; number 3, O, carries 0.0518; number 4, F, carries -0.0483

=====

Stability verdict: version one, ahead by 0.1069 hartree